Formula: C4H8N2S
Source: the OMol25 dataset
Level of theory: ωB97M-V/def2-TZVPD

Each atom is followed by the atoms it is bonded to, with distances in Å.
Cartesian coordinates (Å):
1 C 0.23405 -1.37703 0.08523  C3 1.486, N5 1.263, H8 1.151
2 C 0.64907 0.80096 -0.11594  N5 1.480, N6 1.449, S7 1.624
3 C 1.71875 -1.34756 0.02339  C1 1.486, S7 1.824, H9 1.067, H10 1.099
4 C -1.88478 0.03239 -0.11414  N5 1.554, H11 1.091, H12 1.022, H13 1.133
5 N -0.36267 -0.27957 -0.09817  C1 1.263, C2 1.480, C4 1.554
6 N 0.17778 2.15848 0.07246  C2 1.449, H14 1.092, H15 1.015
7 S 2.20488 0.37769 -0.31190  C2 1.624, C3 1.824
8 H -0.29523 -2.35512 0.38149  C1 1.151
9 H 2.20885 -1.58658 0.94058  C3 1.067
10 H 1.98711 -2.15142 -0.67602  C3 1.099
11 H -2.06722 0.45840 0.87366  C4 1.091
12 H -2.40746 -0.81444 -0.34704  C4 1.022
13 H -2.06577 0.84859 -0.87941  C4 1.133
14 H -0.88740 2.28708 0.27391  N6 1.092
15 H 0.79004 2.94811 -0.10810  N6 1.015

Results
* net charge: +2
* LUMO level: -10.427 eV
* E_HOMO: -0.730 Ha
* relative energy (zero: lowest compared OMol25 entry of this formula, charge and spin): 0.948 eV
* spin multiplicity: 1